DFT (wB97M-V/def2-TZVPD) results for a 3-piece molecular cluster, C42H60BBrF5IN3O8PS2 overall at a distorted geometry.

Values from the calculation:
- E: -188717.278 eV
- 2S+1: 3
- Frontier orbital gap: 6.53 eV

```
124
Properties=species:S:1:pos:R:3:forces:R:3
C 4.19319 -3.54643 4.69475 -0.773 0.009 -0.617
C 3.30519 -2.32414 5.36595 -0.093 -0.467 0.259
C 4.02254 -0.82625 5.17848 -0.884 -1.583 0.371
N 3.93642 -0.50629 3.70102 -2.614 1.395 -0.636
C 2.99608 0.64317 3.40291 -1.747 3.407 -1.490
C 1.47484 0.83440 3.98513 -0.150 1.920 -1.460
O 0.88757 -0.14113 4.91821 -0.116 1.989 -2.821
C 0.55053 2.11851 3.53248 2.531 0.414 -1.817
C 1.14971 3.26097 2.46758 1.325 -2.079 0.426
C 2.67167 3.10344 1.85829 -2.395 -3.033 3.213
Br 3.44757 4.44752 0.54193 -1.045 -1.871 1.844
C 3.55861 1.79471 2.34576 -3.224 0.792 1.482
B 5.09050 1.68357 1.67158 0.410 -0.034 0.451
O 6.26990 1.98568 2.50779 -1.615 -2.698 -1.049
C 5.12156 1.26800 0.06775 -0.792 -0.399 -0.148
C 5.82769 -0.21485 -0.15338 -0.179 0.668 0.193
C 0.12196 4.51106 2.04354 1.898 4.139 -0.357
O 0.55052 5.77555 1.85916 -2.922 -8.326 1.092
C -1.48063 4.05267 1.90328 -2.724 -0.913 -0.459
C -2.43409 4.65021 0.71527 -0.789 -3.146 2.485
S -1.79151 5.89717 -0.55530 -0.209 -1.913 0.760
C -4.01245 4.10702 0.60946 1.814 -1.374 2.736
I -5.16050 4.92547 -1.06997 0.900 -0.817 1.472
C -4.68444 3.01644 1.64402 4.987 2.468 0.863
P -6.44993 2.31906 1.58084 -1.586 -2.447 -0.229
O -7.61220 3.21202 0.65698 2.140 -1.771 0.652
O -7.19075 2.09468 3.18072 0.410 2.449 -3.253
S -6.29370 0.47558 0.86153 0.062 1.591 0.352
C -3.66421 2.44966 2.84468 1.231 1.345 -0.694
C -4.16611 1.34268 3.99481 1.235 -0.435 -0.611
C -4.39442 2.00024 5.47744 1.005 0.235 0.443
C -5.89147 1.82468 6.10893 0.187 -0.246 0.491
C -6.64015 3.26153 6.36724 1.226 1.018 0.833
F -6.26034 4.33891 5.40958 -1.031 -3.298 2.858
F -6.23171 3.77363 7.72875 -1.112 -1.408 -4.013
C -8.27801 3.19979 6.38257 -2.458 1.955 -0.711
F -8.86097 1.85306 6.19148 1.958 4.712 1.080
F -8.81164 3.91777 7.59853 1.510 -3.103 -4.280
F -8.75583 4.02848 5.21534 1.128 -2.925 3.663
C -2.08172 2.92723 2.98564 -1.848 1.677 -2.857
C -1.00423 2.38336 4.08657 0.883 -0.951 4.125
O -1.19626 2.16614 5.38529 0.307 1.035 -7.599
H 5.01668 -3.07528 4.00549 -1.335 -1.157 1.436
H 4.61834 -4.30864 5.48218 -0.611 1.779 -1.578
H 3.46960 -4.17464 3.98705 1.651 1.291 1.482
H 2.24016 -2.37263 4.83240 2.330 0.607 1.259
H 3.12879 -2.57149 6.49698 0.351 0.623 -2.094
H 5.15903 -0.89612 5.47915 -2.326 0.236 -0.441
H 3.43709 -0.01494 5.79894 1.375 -1.664 -1.179
H 3.53048 -1.32138 3.14884 0.809 1.202 1.093
H -0.11524 -0.19473 4.74187 2.252 0.498 0.388
H 6.71455 1.12038 2.80570 -0.920 1.972 -0.756
H 5.61876 2.12849 -0.55319 -0.685 -1.766 1.097
H 4.00945 1.15347 -0.31435 2.198 0.473 0.698
H 5.01579 -1.07699 -0.02299 1.894 1.910 -0.123
H 6.22478 -0.24903 -1.25524 -0.506 -0.147 2.298
H 6.68967 -0.28336 0.66421 -1.656 -0.301 -2.078
H -1.29959 5.08351 -1.60640 -0.738 0.443 1.436
H -7.69501 2.71294 -0.23011 0.350 0.856 1.983
H -8.01095 2.66962 3.17801 1.075 -0.665 0.218
H -5.05108 0.66440 3.61081 1.680 1.709 0.686
H -3.23375 0.60412 4.10631 -2.024 1.633 -0.364
H -3.64499 1.46671 6.23834 -1.658 1.192 -1.859
H -4.00958 3.12167 5.41700 -1.148 -2.350 0.333
H -6.53141 1.04861 5.47957 1.155 2.140 1.171
H -5.77420 1.31826 7.18369 -0.417 1.409 -2.270
C 0.70385 -5.75044 0.36958 0.088 -0.298 -0.122
C 0.94285 -4.24803 0.03182 -1.112 -0.860 1.420
C -0.18664 -3.70215 -0.88537 0.203 0.241 -0.259
C -0.07557 -4.15658 -2.33400 0.028 -0.006 0.017
C 1.30216 -3.82048 -2.89514 -0.122 0.172 0.292
C 2.45589 -4.39282 -2.02992 0.923 -1.176 -1.472
N 2.31047 -4.06607 -0.56438 -0.287 5.024 -0.559
O 2.65623 -2.71002 -0.40657 -0.476 -3.703 -0.083
C 2.51726 -5.92955 -2.24974 -0.200 -0.232 0.143
C 3.81929 -3.89888 -2.61634 -0.209 0.527 0.569
C 0.77266 -3.55093 1.42603 0.577 0.438 -0.459
H 0.96668 -5.97712 1.40789 -0.059 0.241 -0.079
H -0.34722 -6.03039 0.23143 0.149 0.170 0.037
H 1.29591 -6.44926 -0.20960 -0.008 0.102 -0.198
H -0.17618 -2.60260 -0.87202 0.230 -0.151 0.107
H -1.16999 -3.99222 -0.49504 0.298 -0.066 0.204
H -0.27788 -5.22966 -2.40781 0.050 0.000 -0.009
H -0.84465 -3.65733 -2.93433 0.065 -0.076 0.071
H 1.37163 -4.20446 -3.92107 0.273 -0.040 0.229
H 1.39390 -2.72906 -2.97409 0.134 -0.123 0.157
H 3.20691 -6.40271 -1.54014 -0.158 0.116 -0.062
H 2.87999 -6.17410 -3.25636 -0.013 0.353 0.198
H 1.54379 -6.41848 -2.17666 0.094 0.061 0.127
H 3.88721 -2.80795 -2.66185 -0.094 -0.151 0.209
H 3.95910 -4.25401 -3.64519 -0.322 -0.114 0.286
H 4.66636 -4.26834 -2.02510 -0.225 0.046 -0.010
H 1.56077 -3.86126 2.12387 -0.070 0.019 -0.214
H -0.19034 -3.82313 1.87758 0.174 -0.206 -0.340
H 0.78747 -2.45778 1.36275 0.122 -0.180 -0.147
C 0.44404 2.45407 -7.74715 -0.172 0.254 0.134
C 0.94445 1.04585 -7.30561 0.125 0.927 -1.777
C -0.10049 -0.04784 -7.66184 0.016 -0.230 0.333
C -1.30870 -0.06837 -6.73601 0.018 0.001 -0.004
C -0.86506 -0.18159 -5.28124 0.204 -0.059 -0.243
C 0.14289 0.92606 -4.87576 -1.058 0.820 1.534
N 1.29247 1.05870 -5.84353 1.522 -4.793 0.281
O 2.15607 -0.02932 -5.61170 -1.934 3.189 -0.441
C -0.62918 2.26814 -4.74798 -0.105 0.204 -0.241
C 0.62607 0.65752 -3.41248 0.506 -0.324 -0.493
C 2.18248 0.81261 -8.23921 0.149 -0.368 0.759
H 1.25881 3.06287 -8.15220 0.006 -0.269 0.011
H -0.32514 2.38075 -8.52508 0.173 -0.101 0.102
H 0.03180 3.06325 -6.95135 -0.111 -0.151 0.113
H 0.37338 -1.03949 -7.62474 0.134 0.242 0.113
H -0.44564 0.07529 -8.69585 0.279 0.205 0.124
H -1.91683 0.82816 -6.89182 0.023 0.009 0.053
H -1.94905 -0.92120 -6.98854 0.052 0.119 0.013
H -1.75145 -0.14215 -4.63506 0.281 0.191 0.084
H -0.42067 -1.17344 -5.12446 0.159 0.181 -0.005
H 0.06172 3.11080 -4.62299 -0.066 -0.170 -0.097
H -1.28969 2.26618 -3.87140 0.267 -0.268 -0.100
H -1.28790 2.47311 -5.59421 0.170 0.013 0.007
H 1.08266 -0.32962 -3.29464 0.076 0.189 -0.197
H -0.21367 0.68879 -2.70676 -0.020 0.118 -0.413
H 1.35457 1.41058 -3.08725 -0.097 -0.126 -0.163
H 2.98403 1.53015 -8.02231 -0.210 -0.144 0.067
H 1.90094 0.94458 -9.29216 -0.254 0.121 0.337
H 2.59900 -0.19655 -8.15379 -0.127 0.189 0.180
```
Positions in Å, forces in eV/Å.

Results of the Löwdin charge analysis, in e, for atoms 1 through 99: atom 1 (C): -0.144, atom 2 (C): -0.233, atom 3 (C): -0.199, atom 4 (N): -0.060, atom 5 (C): -0.060, atom 6 (C): -0.056, atom 7 (O): -0.067, atom 8 (C): 0.039, atom 9 (C): -0.024, atom 10 (C): -0.422, atom 11 (Br): 0.664, atom 12 (C): 0.024, atom 13 (B): -0.399, atom 14 (O): 0.015, atom 15 (C): -0.197, atom 16 (C): -0.122, atom 17 (C): -0.192, atom 18 (O): -0.056, atom 19 (C): 0.001, atom 20 (C): -0.484, atom 21 (S): 0.623, atom 22 (C): -0.566, atom 23 (I): 0.802, atom 24 (C): -0.253, atom 25 (P): 0.379, atom 26 (O): -0.340, atom 27 (O): -0.285, atom 28 (S): 0.230, atom 29 (C): -0.027, atom 30 (C): -0.166, atom 31 (C): -0.176, atom 32 (C): -0.087, atom 33 (C): -0.179, atom 34 (F): -0.002, atom 35 (F): -0.021, atom 36 (C): -0.131, atom 37 (F): 0.037, atom 38 (F): 0.022, atom 39 (F): -0.001, atom 40 (C): 0.024, atom 41 (C): -0.198, atom 42 (O): -0.019, atom 43 (H): 0.075, atom 44 (H): 0.078, atom 45 (H): 0.069, atom 46 (H): 0.100, atom 47 (H): 0.105, atom 48 (H): 0.125, atom 49 (H): 0.128, atom 50 (H): 0.123, atom 51 (H): 0.127, atom 52 (H): 0.125, atom 53 (H): 0.106, atom 54 (H): 0.105, atom 55 (H): 0.081, atom 56 (H): 0.080, atom 57 (H): 0.080, atom 58 (H): -0.099, atom 59 (H): 0.078, atom 60 (H): 0.072, atom 61 (H): 0.086, atom 62 (H): 0.119, atom 63 (H): 0.123, atom 64 (H): 0.134, atom 65 (H): 0.130, atom 66 (H): 0.148, atom 67 (C): -0.029, atom 68 (C): -0.459, atom 69 (C): -0.144, atom 70 (C): -0.184, atom 71 (C): -0.136, atom 72 (C): -0.470, atom 73 (N): -0.014, atom 74 (O): -0.044, atom 75 (C): -0.055, atom 76 (C): -0.042, atom 77 (C): -0.051, atom 78 (H): 0.079, atom 79 (H): 0.091, atom 80 (H): 0.048, atom 81 (H): 0.121, atom 82 (H): 0.121, atom 83 (H): 0.106, atom 84 (H): 0.112, atom 85 (H): 0.127, atom 86 (H): 0.108, atom 87 (H): 0.093, atom 88 (H): 0.086, atom 89 (H): 0.063, atom 90 (H): 0.073, atom 91 (H): 0.084, atom 92 (H): 0.088, atom 93 (H): 0.069, atom 94 (H): 0.090, atom 95 (H): 0.071, atom 96 (C): -0.031, atom 97 (C): -0.464, atom 98 (C): -0.148, atom 99 (C): -0.187